(1)
A cluster of 7 separate species, C22H43ClN3O12 in total in a non-equilibrium geometry, computed with ωB97M-V/def2-TZVPD.

Structure (XYZ):
```
81
Properties=species:S:1:pos:R:3
Cl 0.183 1.199 -0.109
O 1.054 0.092 -0.456
O 0.949 2.411 -0.042
O -0.847 1.329 -1.135
O -0.491 0.892 1.133
O -0.619 5.729 -1.117
C -1.633 5.443 -0.520
N -2.227 4.217 -0.584
C -2.341 6.484 0.336
H -3.208 4.158 -0.387
H -1.703 3.422 -0.916
H -1.781 7.404 0.202
H -2.458 6.206 1.382
H -3.364 6.640 -0.027
O -1.519 0.217 -5.862
C -1.303 -0.002 -4.685
N -0.125 0.307 -4.087
C -2.293 -0.672 -3.768
H 0.474 0.900 -4.631
H 0.026 0.126 -3.108
H -2.607 0.050 -3.012
H -1.941 -1.607 -3.342
H -3.203 -0.891 -4.330
C 2.393 -4.718 -0.092
C 0.955 -5.192 -0.312
N 0.024 -4.640 0.661
C -0.192 -3.198 0.459
C -0.851 -2.760 -0.855
C -1.238 -5.373 0.585
C -2.190 -5.089 1.742
H 2.420 -3.632 -0.059
H 3.056 -5.049 -0.891
H 2.782 -5.125 0.840
H 0.652 -5.064 -1.364
H 0.957 -6.281 -0.176
H -0.802 -2.834 1.283
H 0.759 -2.683 0.576
H -1.936 -2.826 -0.771
H -0.635 -1.687 -0.933
H -0.470 -3.196 -1.776
H -0.946 -6.430 0.668
H -1.731 -5.345 -0.399
H -1.915 -5.675 2.617
H -3.241 -5.247 1.502
H -2.132 -4.042 2.048
O 5.138 -2.366 1.553
C 4.362 -1.605 2.055
O 4.617 -1.027 3.254
C 3.512 -0.198 3.681
C 2.385 -0.399 2.656
C 3.061 -1.074 1.486
H 3.912 0.816 3.621
H 3.213 -0.423 4.701
H 2.026 0.608 2.435
H 1.510 -0.941 3.015
H 3.313 -0.306 0.754
H 2.560 -1.890 0.979
O 0.791 -0.585 5.985
C -0.127 -0.336 5.256
O -0.862 -1.315 4.689
C -2.041 -0.786 4.036
C -1.749 0.689 3.806
C -0.696 1.010 4.852
H -2.867 -0.952 4.735
H -2.211 -1.372 3.138
H -2.623 1.337 3.821
H -1.296 0.833 2.821
H -1.100 1.517 5.734
H 0.109 1.654 4.500
O 3.419 4.654 -3.844
C 2.268 4.450 -4.094
O 1.508 5.354 -4.753
C 0.124 5.074 -4.587
C 0.020 3.601 -4.206
C 1.443 3.222 -3.734
H -0.409 5.337 -5.500
H -0.340 5.691 -3.811
H -0.423 2.978 -4.982
H -0.622 3.406 -3.343
H 1.783 2.370 -4.321
H 1.553 3.005 -2.674
```

Computed properties:
HOMO level = -6.60 eV
total charge = -1
molecular weight = 577.0 g/mol
2S+1 = 1
Kohn-Sham gap = 8.966 eV
energy relative to the best compared isomer or geometry (same formula, charge and spin) = 0.0 kJ/mol
energy = -65071.399 eV

=====

(2)
A cluster of 5 separate species, C22H43ClNO5 in total in a non-equilibrium geometry, computed with ωB97M-V/def2-TZVPD.

Structure (XYZ):
```
72
Properties=species:S:1:pos:R:3
Cl 0.634 0.217 1.533
C -0.304 0.847 0.080
C -1.713 0.313 -0.013
C -2.121 -0.128 -1.467
N -1.099 -0.043 -2.478
C -0.637 -1.313 -2.912
C 0.153 -2.004 -1.809
C 0.441 -3.661 -1.942
O -0.552 -2.776 -0.997
H -0.274 1.917 0.248
H 0.283 0.566 -0.785
H -2.388 1.102 0.304
H -1.849 -0.487 0.713
H -2.957 0.528 -1.749
H -2.528 -1.147 -1.398
H -1.443 -2.036 -3.164
H 0.046 -1.188 -3.762
H 1.007 -1.454 -1.430
H -0.057 -4.598 -1.704
H 0.005 -3.613 -2.971
C 3.245 1.897 4.288
C 3.190 2.151 5.794
C 2.997 3.663 5.843
O 2.258 4.011 4.677
C 2.219 2.895 3.773
H 3.007 0.875 4.002
H 4.239 2.138 3.904
H 2.326 1.645 6.228
H 4.081 1.824 6.329
H 3.963 4.183 5.823
H 2.446 3.995 6.725
H 1.215 2.464 3.780
H 2.435 3.245 2.765
C 2.844 -7.783 -0.094
C 3.462 -8.139 -1.446
C 2.376 -7.665 -2.409
O 1.744 -6.560 -1.782
C 2.139 -6.468 -0.417
H 3.572 -7.683 0.710
H 2.116 -8.544 0.196
H 4.379 -7.565 -1.600
H 3.698 -9.197 -1.562
H 1.633 -8.453 -2.584
H 2.774 -7.347 -3.374
H 2.809 -5.610 -0.303
H 1.256 -6.290 0.197
C -6.761 2.347 1.013
C -6.092 3.684 1.331
C -4.631 3.267 1.465
O -4.449 2.164 0.584
C -5.710 1.683 0.129
H -7.727 2.444 0.517
H -6.904 1.772 1.930
H -6.214 4.373 0.492
H -6.476 4.168 2.228
H -4.403 2.946 2.488
H -3.933 4.059 1.190
H -5.838 1.964 -0.922
H -5.717 0.595 0.195
C 0.476 3.640 -3.379
C 1.344 4.566 -2.521
C 2.122 3.551 -1.692
O 2.277 2.394 -2.506
C 1.426 2.481 -3.650
H 0.108 4.105 -4.294
H -0.381 3.286 -2.804
H 2.024 5.148 -3.150
H 0.770 5.259 -1.907
H 1.555 3.270 -0.797
H 3.109 3.904 -1.385
H 2.044 2.676 -4.536
H 0.907 1.531 -3.779
```

Computed properties:
HOMO level = -2.26 eV
total charge = -1
molecular weight = 437.0 g/mol
2S+1 = 1
Kohn-Sham gap = 4.976 eV
energy relative to the best compared isomer or geometry (same formula, charge and spin) = 0.0 kJ/mol
energy = -47754.604 eV

=====

(3)
A structure of composition C22H43HoN2P3S in a non-equilibrium geometry, computed with ωB97M-V/def2-TZVPD.

Structure (XYZ):
```
72
Properties=species:S:1:pos:R:3
Ho 0.087 0.426 -0.179
P 0.835 -1.324 2.003
P 2.500 0.345 -1.428
P -0.065 -2.362 -1.321
H -2.773 2.158 1.337
C -3.059 1.449 2.174
C -2.198 0.697 2.886
H -1.269 1.074 3.339
C 1.135 -0.581 3.644
C 2.408 -2.259 1.813
C -0.326 -2.635 2.558
C 2.268 1.253 -3.000
C 3.942 1.264 -0.761
C 3.350 -1.175 -1.970
C -1.665 -3.107 -0.795
C 0.961 -3.889 -1.088
C -0.263 -2.496 -3.160
H -4.134 1.268 2.329
H -2.424 -0.364 3.082
H 0.281 0.038 3.925
H 2.020 0.057 3.636
H 1.274 -1.376 4.381
H 3.250 -1.564 1.706
H 2.374 -2.888 0.917
H 2.557 -2.879 2.709
H -1.298 -2.172 2.772
H 0.084 -3.072 3.479
H -0.453 -3.401 1.782
H 3.225 1.196 -3.532
H 1.999 2.293 -2.776
H 1.442 0.822 -3.578
H 4.685 1.341 -1.553
H 4.347 0.760 0.115
H 3.617 2.243 -0.418
H 4.325 -0.869 -2.369
H 2.754 -1.704 -2.721
H 3.476 -1.864 -1.129
H -2.217 -3.499 -1.663
H -2.283 -2.348 -0.300
H -1.497 -3.913 -0.067
H 0.597 -4.684 -1.762
H 0.924 -4.272 -0.055
H 2.016 -3.691 -1.319
H -1.282 -2.828 -3.408
H 0.486 -3.233 -3.513
H -0.105 -1.539 -3.698
C -3.541 1.310 -2.297
C -3.715 1.623 -3.674
C -4.954 1.419 -4.284
C -6.065 1.005 -3.544
C -5.964 1.072 -2.157
C -4.734 1.292 -1.516
S -1.811 1.052 -1.712
H -1.778 1.479 -0.248
H -2.913 1.925 -4.330
H -5.070 1.511 -5.380
H -6.969 0.637 -4.023
H -6.875 0.910 -1.576
H -4.741 1.426 -0.446
N -0.324 3.754 1.981
C 0.929 3.164 2.133
C 1.917 3.724 2.975
C 3.112 3.068 3.265
C 3.309 1.871 2.602
C 2.335 1.403 1.721
N 1.149 2.015 1.431
H -1.111 3.147 2.255
H -0.340 4.672 2.398
H 1.691 4.677 3.450
H 3.850 3.459 3.966
H 4.199 1.276 2.762
H 2.505 0.416 1.227
```

Computed properties:
HOMO level (alpha / beta) = -16.97 / -16.98 eV
total charge = +3
molecular weight = 625.5 g/mol
2S+1 = 5
Kohn-Sham gap (alpha / beta) = 7.171 / 7.277 eV
energy relative to the best compared isomer or geometry (same formula, charge and spin) = 167.1 kJ/mol
energy = -90964.115 eV
expectation value of S² = 6.005

=====

(4)
A structure of composition C22H43N2P3SeTc in a non-equilibrium geometry, computed with ωB97M-V/def2-TZVPD.

Structure (XYZ):
```
72
Properties=species:S:1:pos:R:3
Tc 0.025 -0.832 -0.171
P 0.882 -2.595 0.921
P 2.144 0.256 -1.050
P -2.152 -1.437 -0.509
H -0.492 2.373 -4.289
C -1.467 2.302 -3.789
C -1.780 3.078 -2.738
H -1.071 3.820 -2.355
C 1.448 -4.063 -0.024
C 2.398 -2.265 1.911
C -0.282 -3.359 2.121
C 1.778 1.613 -2.198
C 3.243 1.076 0.166
C 3.415 -0.751 -1.926
C -2.889 -0.312 -1.723
C -3.438 -1.502 0.793
C -2.411 -3.091 -1.266
H -2.179 1.572 -4.188
H -2.774 3.053 -2.272
H 1.704 -4.859 0.691
H 2.335 -3.804 -0.620
H 0.653 -4.412 -0.697
H 2.703 -3.195 2.408
H 2.235 -1.497 2.676
H 3.212 -1.937 1.251
H 0.254 -4.141 2.676
H -1.135 -3.810 1.594
H -0.665 -2.613 2.830
H 2.675 1.814 -2.796
H 1.526 2.516 -1.628
H 0.942 1.373 -2.862
H 4.195 1.280 -0.341
H 3.421 0.421 1.028
H 2.806 2.021 0.507
H 4.345 -0.171 -1.957
H 3.115 -0.989 -2.955
H 3.601 -1.692 -1.395
H -3.938 -0.599 -1.865
H -2.341 -0.377 -2.669
H -2.831 0.725 -1.371
H -4.426 -1.520 0.313
H -3.353 -0.611 1.425
H -3.301 -2.389 1.423
H -3.449 -3.152 -1.624
H -2.228 -3.882 -0.527
H -1.714 -3.226 -2.103
C 0.087 -1.850 -4.368
C -0.200 -0.689 -5.079
C -0.474 -0.790 -6.449
C -0.468 -2.041 -7.076
C -0.146 -3.202 -6.355
C 0.153 -3.105 -4.992
Se 0.632 -1.851 -2.411
H -0.959 -0.739 1.119
H -0.195 0.273 -4.567
H -0.689 0.112 -7.018
H -0.701 -2.122 -8.136
H -0.115 -4.179 -6.839
H 0.458 -3.975 -4.403
N 0.268 3.140 5.141
C 0.409 2.367 4.037
C 0.534 2.913 2.741
C 0.437 2.069 1.636
N 0.305 0.724 1.737
C 0.358 0.205 2.993
C 0.378 0.964 4.150
H 0.229 4.146 5.084
H 0.072 2.723 6.041
H 0.677 3.983 2.606
H 0.490 2.495 0.629
H 0.365 -0.887 3.079
H 0.348 0.475 5.124
```

Computed properties:
HOMO level (alpha / beta) = -19.26 / -19.05 eV
total charge = +4
molecular weight = 605.5 g/mol
2S+1 = 4
Kohn-Sham gap (alpha / beta) = 7.320 / 3.831 eV
energy relative to the best compared isomer or geometry (same formula, charge and spin) = 20.2 kJ/mol
energy = -121859.832 eV
expectation value of S² = 3.838

=====

(5)
A cluster of 2 separate species, C22H43N4O3 in total in a non-equilibrium geometry, computed with ωB97M-V/def2-TZVPD.

Structure (XYZ):
```
72
Properties=species:S:1:pos:R:3
C -4.115 -2.101 4.741
C -3.163 -3.253 3.992
N -4.040 -3.914 2.958
N -4.019 -3.205 1.729
N -5.101 -2.405 1.571
C -5.234 -1.639 0.312
C -4.076 -1.778 -0.822
C -4.230 -0.910 -2.223
C -3.061 -1.207 -3.333
C -1.813 -0.097 -3.243
C -0.332 -0.847 -3.063
C 0.127 -0.628 -1.500
C 1.778 -0.588 -1.294
C 2.105 -0.395 0.321
C 2.181 1.245 0.604
O 1.308 1.692 1.701
C -0.087 1.882 1.258
C -0.589 2.919 0.088
O -1.027 1.168 1.904
C -2.754 -2.735 -0.592
C -2.813 -3.500 0.895
C -1.548 -4.489 1.278
N -0.188 -3.849 1.068
C 0.552 -4.424 -0.120
H -3.723 -1.831 5.823
H -4.057 -1.100 4.115
H -5.230 -2.434 4.860
H -2.836 -3.989 4.872
H -2.263 -2.659 3.535
H -3.829 -4.922 2.810
H -6.170 -0.925 0.166
H -5.327 -1.130 -2.622
H -4.195 0.232 -1.891
H -2.672 -2.310 -3.367
H -3.557 -1.002 -4.399
H -1.723 0.518 -4.262
H -2.025 0.700 -2.409
H -0.514 -1.974 -3.364
H 0.417 -0.295 -3.775
H -0.285 -1.447 -0.770
H -0.267 0.428 -1.150
H 2.231 -1.593 -1.715
H 2.228 0.277 -1.963
H 3.144 -0.890 0.624
H 1.196 -0.876 0.924
H 3.304 1.450 0.929
H 1.997 1.802 -0.412
H -0.843 4.008 0.494
H -1.619 2.494 -0.327
H 0.173 2.933 -0.802
H -1.886 -2.902 -1.359
H -1.594 -4.939 2.358
H -1.602 -5.397 0.508
H -0.287 -2.810 1.007
H 1.707 -4.147 -0.020
H 0.185 -3.839 -1.091
H 0.424 -5.577 -0.277
C 6.388 6.435 -1.161
C 4.971 5.920 -1.357
O 4.876 4.498 -1.337
C 5.298 3.850 -0.139
C 4.510 4.277 1.088
H 7.053 6.028 -1.931
H 6.408 7.528 -1.220
H 6.796 6.147 -0.191
H 4.612 6.245 -2.339
H 4.288 6.355 -0.621
H 6.373 3.997 0.011
H 5.152 2.776 -0.296
H 4.623 5.343 1.298
H 4.848 3.723 1.969
H 3.441 4.084 0.942
```

Computed properties:
HOMO level = -11.24 eV
total charge = +1
molecular weight = 411.6 g/mol
2S+1 = 1
Kohn-Sham gap = 6.773 eV
energy = -35593.178 eV

=====

(6)
A cluster of 4 separate species, C22H43NO11S3 in total in a non-equilibrium geometry, computed with ωB97M-V/def2-TZVPD.

Structure (XYZ):
```
80
Properties=species:S:1:pos:R:3
C -0.341 1.633 0.683
C 0.637 0.323 0.817
O 0.357 -0.765 -0.132
C -1.085 -0.986 -0.325
C -1.338 -2.534 -0.876
C -2.541 -3.323 -0.047
N -1.935 -3.752 1.304
O -3.704 -2.455 0.191
C -4.960 -3.056 -0.284
O -5.142 -3.626 -1.496
C -6.269 -2.974 0.748
C -7.140 -1.588 0.491
C -6.359 -0.462 -0.408
C -7.173 0.979 -0.168
O -7.400 1.797 -1.222
O -7.710 1.386 1.168
H 0.327 2.597 0.885
H -1.112 1.582 1.563
H -0.816 1.792 -0.379
H 1.742 0.702 0.581
H 0.644 0.007 1.947
H -1.410 -0.283 -1.232
H -1.729 -0.805 0.636
H -1.514 -2.586 -2.039
H -0.319 -3.109 -0.653
H -2.787 -4.329 -0.613
H -2.599 -4.512 1.626
H -1.033 -4.238 1.083
H -6.953 -3.924 0.668
H -5.821 -2.947 1.846
H -8.142 -1.882 -0.069
H -7.471 -1.209 1.567
H -6.364 -0.693 -1.579
H -5.243 -0.262 -0.069
H -6.926 1.717 1.707
O 5.380 1.742 -0.591
S 4.041 1.848 -1.132
O 2.885 2.107 -0.297
C 4.062 3.032 -2.464
C 4.404 2.205 -3.695
C 3.575 0.927 -3.579
C 3.722 0.413 -2.148
H 4.793 3.815 -2.257
H 3.060 3.463 -2.545
H 4.183 2.749 -4.618
H 5.471 1.955 -3.696
H 2.521 1.156 -3.782
H 3.892 0.171 -4.304
H 2.811 -0.082 -1.802
H 4.574 -0.265 -2.052
O 4.645 -2.434 -2.004
S 5.859 -2.593 -2.777
O 5.978 -2.117 -4.141
C 7.223 -1.954 -1.825
C 7.693 -3.142 -0.999
C 7.681 -4.339 -1.949
C 6.356 -4.308 -2.708
H 6.892 -1.112 -1.216
H 7.998 -1.631 -2.526
H 8.687 -2.969 -0.576
H 6.998 -3.321 -0.170
H 8.514 -4.250 -2.657
H 7.806 -5.284 -1.411
H 6.465 -4.696 -3.724
H 5.578 -4.865 -2.178
O -1.391 3.093 2.709
S -1.869 3.359 4.050
O -1.324 2.689 5.214
C -1.824 5.119 4.326
C -3.178 5.611 3.837
C -4.198 4.598 4.354
C -3.648 3.203 4.061
H -0.985 5.561 3.786
H -1.709 5.286 5.401
H -3.392 6.622 4.195
H -3.197 5.628 2.741
H -4.322 4.725 5.436
H -5.180 4.740 3.892
H -3.945 2.484 4.829
H -3.963 2.847 3.076
```

Computed properties:
HOMO level = -8.89 eV
SMILES = CCOCC[C@@H](N)OC(=O)CCCC(=O)O.O=S1(=O)CCCC1.O=S1(=O)CCCC1.O=S1(=O)CCCC1
total charge = 0
molecular weight = 593.8 g/mol
2S+1 = 1
Kohn-Sham gap = 8.915 eV
energy = -80021.368 eV